1.
This record from OMol25 describes a 2-piece molecular cluster, C2HIN2O2 overall at a distorted geometry. The level of theory is the ωB97M-V functional and the def2-TZVPD basis.

The highest occupied orbital energy (alpha / beta) comes out at -10.5 / -10.5 eV. As for the total energy: -634.27021 hartree. The energy relative to the best compared isomer or geometry (same formula, charge and spin) is 401.2 kJ/mol.

XYZ file:
```
8
Properties=species:S:1:pos:R:3:forces:R:3:nbo_charge:R:1
C -0.434058 -0.397687 1.680980 -0.1247 0.5186 0.1075 0.147
C -0.988445 0.252979 0.577783 2.0409 -0.0146 -4.9329 -0.368
N 0.055011 -0.959844 2.541961 0.4805 -0.6749 1.0779 -0.200
N -0.700276 1.767849 0.352692 0.2704 -0.5021 0.2562 0.513
O 0.194975 2.282347 0.966363 0.2205 -0.3477 0.5403 -0.336
O -1.357052 2.288271 -0.501981 -0.3838 0.2649 -0.3333 -0.351
I -2.937715 -0.174498 -0.089808 0.2755 -0.3465 0.4029 0.314
H 0.131735 -0.244977 -0.645775 -2.7792 1.1023 2.8814 0.280
```
Forces are in eV/Å.

2.
This record from OMol25 describes an isolated ion of composition C15H25N2O5 and charge +1 at a distorted geometry. The level of theory is the ωB97M-V functional and the def2-TZVPD basis.

The highest occupied orbital energy comes out at -12.1 eV. As for the total energy: -1071.30739 hartree. As for the net charge: +1. The energy relative to the best compared isomer or geometry (same formula, charge and spin) is 1674.4 kJ/mol. Its SMILES is CCCCOc1ccc(C[NH+](CCO)CCO)cc1[N+](=O)[O-].

XYZ file:
```
47
Properties=species:S:1:pos:R:3:forces:R:3:nbo_charge:R:1
C 1.622596 1.278603 -6.767286 -3.7100 0.5453 -0.8870 -0.620
C 2.342412 1.139819 -5.444396 4.7995 0.5474 -3.0691 -0.390
C 1.650752 0.208910 -4.354775 12.7439 4.1092 -0.8797 -0.410
C 2.500366 0.185217 -3.218365 1.8953 9.9714 -5.2337 -0.015
O 2.065462 -0.471942 -2.318918 -6.6328 -10.1657 13.4709 -0.443
C 0.884928 -0.281905 -1.553614 1.8754 5.0878 -2.8828 0.331
C 0.428042 1.040558 -1.540843 -0.3390 2.8893 0.6094 -0.225
C -0.512006 1.547221 -0.520668 3.6907 -9.4912 -1.5595 -0.169
C -0.911490 0.431189 0.368480 -3.8113 10.6687 -0.3440 -0.004
C -1.950649 1.116346 1.398218 9.6002 -8.9500 1.8070 -0.134
N -1.749863 0.309587 2.838306 5.5872 1.3308 -2.4938 -0.409
C -0.174865 0.652119 3.226676 -2.8748 -3.7974 -0.6199 -0.212
C 0.257513 -0.751903 3.917555 -6.1407 3.9586 2.2992 -0.019
O -0.243540 -1.733898 3.230889 -2.8575 -5.8684 -3.7659 -0.786
C -2.698705 0.564487 3.836518 0.3350 6.1474 -1.7211 -0.266
C -2.908334 2.080903 4.121654 0.7828 3.4194 -2.3281 -0.092
O -3.616483 2.806041 2.927200 0.8733 -1.1203 2.1344 -0.768
C -0.609725 -0.853782 0.189826 -8.0123 5.3583 6.9330 -0.333
C 0.235860 -0.993559 -0.630835 12.1828 -9.3529 -7.9283 0.056
N 0.995058 -2.482245 -0.299032 -1.8740 4.4462 -12.4970 0.581
O 1.335460 -3.070946 -1.323265 0.3528 -0.2519 1.8468 -0.361
O 0.976675 -2.746008 0.773561 0.7427 -3.7174 9.8064 -0.358
H 2.110541 1.731927 -7.693181 -0.1899 -0.1473 1.8028 0.236
H 1.278358 0.313373 -7.144170 0.0787 -0.2598 0.0700 0.202
H 0.577638 1.834610 -6.571729 2.1600 -0.8250 -0.6560 0.182
H 3.426040 0.702035 -5.905835 -2.3985 0.8045 2.0064 0.189
H 2.609213 2.253358 -5.257169 -0.4292 -1.9703 1.0249 0.214
H 1.574629 -0.563650 -4.787728 -1.9049 -10.8153 -5.3399 0.200
H 1.027029 0.784250 -4.289193 -13.7802 9.4877 2.0612 0.183
H 3.286627 -0.270813 -3.560822 5.3353 -2.2922 -1.4623 0.198
H 2.835518 1.245782 -2.887915 -0.2858 -0.9233 -0.6551 0.116
H 1.033532 1.765011 -2.192230 -1.4012 -0.9225 0.9499 0.240
H -0.745729 2.507876 -0.520603 -1.2165 4.0050 0.5873 0.221
H -2.157619 2.035086 1.480726 0.5020 7.6898 1.1428 0.238
H -2.805376 0.837645 1.253619 -9.6533 -3.9097 -2.5047 0.183
H -1.594151 -0.775813 2.729138 -0.4696 1.9702 -0.1786 0.468
H 0.263503 0.809128 2.249436 0.3613 -0.1188 0.1716 0.222
H -0.018261 1.458036 3.865609 -0.3352 1.4916 1.0858 0.219
H -0.211816 -0.725770 4.988696 1.3794 -0.1978 -1.6365 0.169
H 1.174614 -0.568574 3.828038 8.1867 0.2399 0.4366 0.180
H 0.057622 -2.481091 2.562107 0.5660 2.8334 2.2445 0.581
H -3.565761 0.414751 3.367747 -4.1140 -2.0156 -0.6871 0.236
H -2.419740 0.251187 4.725164 0.6942 -2.7885 4.1355 0.230
H -2.004749 2.781192 4.276224 -0.7604 -1.7445 -0.1170 0.193
H -3.547264 2.309458 4.947361 -0.4292 -0.7285 0.7289 0.213
H -3.913973 3.643188 3.339607 0.1072 -0.6165 -0.5443 0.487
H -1.085267 -1.312030 0.920295 -1.2123 -4.0108 2.6359 0.243
```
Forces are in eV/Å.

3.
This record from OMol25 describes a 3-piece molecular cluster, C4H10O3 overall. The level of theory is the ωB97M-V functional and the def2-TZVPD basis.

The highest occupied orbital energy comes out at -8.8 eV. As for the total energy: -384.07120 hartree. The energy relative to the best compared isomer or geometry (same formula, charge and spin) is 205.9 kJ/mol. Its SMILES is C=C/C=C/O.O.O.

XYZ file:
```
17
Properties=species:S:1:pos:R:3:forces:R:3:nbo_charge:R:1
C -1.290203 -0.866850 1.392541 -0.5859 0.1207 0.2738 -0.389
C -0.192258 -0.753108 0.657060 0.4211 -0.6356 0.3635 -0.226
C 0.078088 0.333884 -0.264378 -0.5102 0.3379 -0.1404 -0.395
C 1.247342 0.683850 -0.793669 0.3380 0.2358 0.1659 0.194
O 1.413581 1.639068 -1.736210 -0.0643 0.0115 0.0920 -0.654
H -1.509512 -1.694418 2.054021 0.3689 -0.1494 -0.0868 0.205
H -2.059369 -0.106897 1.415362 -0.0561 0.1683 -0.2602 0.192
H 0.539622 -1.556503 0.749836 0.0845 0.2135 -0.1249 0.206
H -0.788897 0.938001 -0.546058 0.0167 -0.1894 -0.1748 0.198
H 2.209870 0.316239 -0.455744 -0.0917 -0.3460 -0.1535 0.186
H 0.543854 1.935245 -2.033150 0.0617 0.0608 -0.0591 0.480
O -0.513411 2.179416 2.360943 -0.3518 0.6706 0.0184 -0.955
H -0.007301 1.633364 2.972679 -0.0951 -0.2704 -0.6522 0.478
H -0.589321 1.781537 1.480636 0.5026 -0.2448 0.7558 0.477
O 0.369846 -2.184974 -2.790618 0.0425 -0.0934 -0.3303 -0.941
H -0.434918 -2.435640 -2.328339 0.1125 0.0887 0.1786 0.472
H 0.982980 -1.842211 -2.134912 -0.1935 0.0211 0.1341 0.470
```
Forces are in eV/Å.